No. 1
{"formula": "C8H11N5O12", "method": "ωB97M-V/def2-TZVPD", "total_charge": -2, "gap_ev": 4.68, "molar_mass_g_mol": 369.2, "total_energy_ha": -1487.3244, "species": ["O", "O", "O", "O", "O", "O", "O", "O", "O", "O", "O", "O", "N", "N", "N", "N", "N", "C", "C", "C", "C", "C", "C", "C", "C", "H", "H", "H", "H", "H", "H", "H", "H", "H", "H", "H"], "positions_angstrom": [[-3.10471, 1.50740, 1.08208], [2.50697, -1.25818, 0.57896], [4.62783, -3.42680, 2.07904], [2.13224, 0.31182, 1.68892], [0.04718, -2.42095, -1.38989], [4.44383, -1.33037, 1.43586], [1.58582, -0.93539, -1.41621], [3.92849, -2.95104, 0.16963], [-1.58947, -3.83186, -1.48800], [0.49286, -0.79112, 1.03004], [2.56558, 0.70923, -0.53567], [-1.91390, -0.32793, 0.56351], [1.57661, 0.21353, -1.12291], [-0.95733, -2.93656, -0.94661], [1.63142, -0.56143, 1.08173], [-2.10715, 0.75808, 1.16086], [4.35105, -2.52699, 1.27559], [0.36041, 1.07237, -1.29983], [0.14187, 2.30682, -0.51375], [-1.49709, -2.31380, 0.31943], [-0.55142, 0.87221, -2.27391], [-1.66953, 1.73854, -2.43185], [-1.85258, 2.82253, -1.60419], [-0.89944, 3.14537, -0.67076], [-1.00128, 1.20540, 2.06364], [-0.54093, 0.00454, -2.91690], [-1.15026, 2.28121, 2.15597], [-1.13418, 0.77797, 3.05749], [-0.02508, 0.88333, 1.70114], [-1.63106, -3.21498, 0.91780], [-2.39239, -1.73176, 0.10089], [-2.50858, 1.64276, -3.10507], [-2.76213, 3.40169, -1.66481], [-1.21300, 3.98208, -0.06414], [0.81218, 2.59298, 0.28324], [-0.70298, -1.67068, 0.69875]], "forces_ev_per_angstrom": [[1.34, -1.77, -0.16], [-4.06, -2.54, -1.23], [0.77, -0.21, 2.78], [-0.48, 7.12, 5.46], [-1.52, -1.74, -0.05], [2.85, 0.66, 2.26], [-0.31, 0.75, -2.94], [0.80, -0.42, -0.87], [-0.19, -0.49, -0.16], [-6.60, -0.24, -0.06], [-1.59, 2.19, -2.91], [-2.24, 7.90, 1.71], [2.33, 1.51, 0.81], [-0.04, 1.36, 0.02], [9.32, -4.30, 0.14], [0.04, -0.02, -0.25], [-0.48, -1.64, -3.27], [-0.03, 2.98, 1.63], [2.56, -1.77, 0.34], [0.78, -4.14, -0.73], [-1.72, -0.57, -1.39], [-0.06, 0.51, 0.75], [-0.40, -0.48, -1.10], [-1.44, 0.06, -0.28], [-0.53, 0.91, 0.52], [0.43, -0.22, 0.05], [0.17, -0.09, -0.06], [-0.24, -0.33, -0.16], [-0.27, 0.09, -0.04], [-0.48, 0.14, 0.39], [-0.14, -2.30, -0.58], [0.38, -0.94, -0.54], [-0.09, 0.11, -0.17], [0.98, 0.13, 0.57], [0.59, -0.60, -0.07], [-0.43, -1.60, -0.40]], "mulliken_charge": [-0.62, -0.56, -0.77, -0.76, -0.44, -0.59, -0.52, -0.65, -0.71, -0.63, -0.63, -0.42, 1.01, 0.99, 0.92, 0.92, 1.04, 0.18, 0.15, -0.64, -0.45, -0.59, -0.25, -0.73, -0.81, 0.38, 0.35, 0.29, 0.24, 0.30, 0.27, 0.31, 0.34, 0.33, 0.40, 0.37]}

=====

No. 2
{"formula": "C28H19IrN4O9S2", "method": "ωB97M-V/def2-TZVPD", "total_charge": -2, "gap_ev": 4.34, "molar_mass_g_mol": 811.8, "total_energy_ha": -2875.2876, "de_lowest_kcal_mol": 16.2, "species": ["Ir", "S", "S", "O", "O", "O", "O", "O", "O", "O", "O", "O", "N", "N", "N", "N", "C", "C", "C", "C", "C", "C", "C", "C", "C", "C", "C", "C", "C", "C", "C", "C", "C", "C", "C", "C", "C", "C", "C", "C", "C", "C", "C", "C", "H", "H", "H", "H", "H", "H", "H", "H", "H", "H", "H", "H", "H", "H", "H", "H", "H", "H", "H"], "positions_angstrom": [[-0.23554, 1.27229, 0.05616], [-2.56562, 1.44966, 0.18952], [-0.47694, 1.16172, -2.19199], [-3.33265, -3.90182, 2.62276], [1.25557, -1.58713, -0.98964], [0.23264, 0.81703, 2.18968], [-2.60392, -5.87290, 3.08020], [1.57756, -7.38660, 1.33947], [0.02882, 3.31202, -0.17555], [2.79831, -6.08044, 0.14530], [-0.57294, 5.41744, -1.56820], [-0.48423, -0.79062, 0.24213], [1.79811, -6.32169, 0.78857], [-2.50291, -4.77994, 2.54707], [2.29660, 0.38391, 1.24298], [1.81811, 1.27721, 0.29294], [-1.27993, -4.51197, 1.75593], [-0.35565, -5.53059, 1.64451], [1.55022, 5.34495, -2.73301], [1.32482, 0.16188, 2.09827], [2.63769, 2.00329, -0.35763], [1.56470, -3.45063, 4.38218], [0.42808, -1.40907, 3.80358], [-4.44225, 1.82605, -1.77451], [2.20956, 3.11330, -1.19965], [0.78022, -5.25643, 0.91188], [0.93608, 3.70612, -1.01435], [0.65614, 4.86873, -1.80157], [-1.10338, -3.26812, 1.17451], [-4.87186, 1.96611, -3.08612], [0.46588, -2.60965, 4.50134], [2.63009, -3.07906, 3.56883], [2.80148, 4.72695, -2.90277], [2.59028, -1.88196, 2.86921], [-0.97212, 6.46416, -2.40755], [1.48661, -1.03994, 2.98161], [0.99803, -4.03475, 0.30011], [-3.94685, 1.88318, -4.12447], [-2.17218, 1.50411, -2.51268], [0.04849, -3.03374, 0.43309], [-2.61033, 1.65354, -3.82976], [0.31461, -1.67108, -0.21652], [-3.09677, 1.60409, -1.46832], [3.11979, 3.64030, -2.12774], [4.08237, 3.15162, -2.24245], [3.38920, -1.59548, 2.19843], [-4.26428, 2.00064, -5.15505], [1.89324, -3.83708, -0.27212], [3.70337, 1.83407, -0.20564], [-1.87597, 1.58675, -4.62643], [-1.82936, -2.47492, 1.29401], [-0.51030, -6.48889, 2.11177], [1.29233, 6.19037, -3.35705], [1.58679, -4.39729, 4.91014], [-5.14960, 1.88592, -0.95382], [-0.37433, -2.89982, 5.12192], [-0.28863, 7.32103, -2.35296], [3.48215, -3.74012, 3.45765], [-5.92140, 2.13958, -3.29940], [-1.04478, 6.13673, -3.45123], [-0.43186, -0.75344, 3.84696], [-1.95712, 6.77328, -2.06246], [3.49574, 5.10712, -3.64204]], "forces_ev_per_angstrom": [[-0.13, -0.21, 0.42], [0.04, -0.04, 0.12], [-0.09, 0.06, -0.54], [-0.04, 0.00, 0.03], [-0.06, 0.03, -0.08], [0.00, 0.15, -0.14], [-0.04, 0.00, 0.01], [0.03, -0.02, -0.01], [0.03, -0.08, 0.16], [0.02, -0.03, 0.01], [0.01, 0.05, 0.01], [0.05, 0.15, -0.11], [-0.16, 0.18, 0.02], [0.23, 0.05, -0.11], [-0.23, -0.10, -0.23], [0.01, -0.29, -0.28], [-0.15, -0.05, 0.05], [0.00, -0.09, 0.07], [0.05, -0.03, 0.01], [0.07, 0.10, 0.30], [0.06, 0.23, 0.08], [0.00, 0.01, 0.00], [-0.01, -0.02, 0.05], [0.03, -0.02, 0.00], [0.00, -0.13, -0.02], [0.10, -0.11, -0.02], [-0.04, 0.01, 0.12], [0.01, -0.03, -0.04], [-0.01, 0.03, 0.05], [0.02, -0.01, -0.02], [0.02, 0.02, -0.01], [-0.01, 0.00, -0.01], [-0.02, 0.04, -0.01], [0.02, 0.00, 0.03], [-0.02, -0.03, 0.01], [0.02, 0.09, -0.01], [0.05, -0.01, -0.02], [0.00, 0.00, 0.04], [0.18, 0.03, -0.14], [-0.11, -0.03, -0.14], [-0.01, 0.00, -0.01], [0.19, -0.04, 0.28], [-0.06, 0.03, 0.09], [-0.01, -0.03, -0.03], [0.00, 0.01, 0.02], [-0.01, -0.01, -0.01], [0.00, -0.01, 0.00], [-0.02, 0.03, -0.02], [-0.01, 0.04, 0.07], [-0.02, 0.01, 0.00], [0.02, 0.00, -0.02], [0.00, 0.01, 0.01], [0.00, 0.01, 0.01], [0.00, 0.00, -0.01], [-0.02, 0.02, -0.02], [0.00, 0.00, 0.00], [0.00, 0.01, 0.01], [0.00, 0.00, 0.01], [0.00, 0.01, 0.01], [0.02, 0.01, -0.01], [0.00, -0.01, -0.02], [-0.01, -0.01, -0.01], [0.00, 0.00, 0.01]], "mulliken_charge": [2.02, -0.63, -0.60, -0.63, -0.76, -0.90, -0.68, -0.67, -0.95, -0.64, -0.34, -1.00, 1.09, 1.13, -0.85, 0.35, -0.31, -0.28, -0.63, 0.42, -0.57, -0.40, -0.40, -0.58, 0.57, -0.11, 1.07, 0.73, -0.22, -0.44, -0.59, -0.67, -0.90, -0.01, -1.03, 0.17, -0.55, -0.50, 0.27, 0.21, -0.71, 0.32, 0.48, -0.87, 0.34, 0.43, 0.32, 0.59, 0.39, 0.33, 0.71, 0.61, 0.31, 0.39, 0.33, 0.41, 0.37, 0.40, 0.31, 0.39, 0.39, 0.24, 0.33]}